No. 1
DFT (ωB97M-V with the def2-TZVPD basis set) results for the molecule C4H8OS3 in a non-equilibrium geometry.

Output
energy above the lowest of the compared OMol25 structures with the same formula, charge and spin	28.1	kcal per mole
frontier orbital gap	7.878	eV
E_LUMO	-1.0	eV

XYZ file:
```
16
Properties=species:S:1:pos:R:3:mulliken_charge:R:1
C -0.07 1.80 2.17 -0.795
C 1.46 0.54 -0.02 0.015
C -0.69 -1.35 -0.18 -0.433
C -0.73 -0.89 -1.65 -0.504
H -0.52 2.79 2.42 0.320
H -0.87 1.06 2.23 0.267
H 0.74 1.71 2.89 0.304
H -1.54 -0.87 0.36 0.291
H -0.91 -2.40 -0.14 0.320
H -0.63 0.23 -1.67 0.268
H -1.74 -1.18 -2.03 0.349
H 1.13 -1.34 -2.11 0.262
O 0.25 -1.67 -2.33 -0.456
S 0.69 2.07 0.51 0.054
S 2.59 0.50 -1.20 -0.184
S 0.83 -0.98 0.74 -0.078
```



No. 2
DFT (ωB97M-V with the def2-TZVPD basis set) results for the molecule C5H10O in a non-equilibrium geometry.

Output
energy above the lowest of the compared OMol25 structures with the same formula, charge and spin	102.8	kcal per mole
frontier orbital gap	8.308	eV
structure (SMILES)	CC/C=C/CO
E_LUMO	0.8	eV

XYZ file:
```
16
Properties=species:S:1:pos:R:3:mulliken_charge:R:1
C -1.78 -0.33 -1.23 -1.240
C -1.42 -0.82 0.19 -0.055
C 1.95 0.35 0.43 -0.202
O 2.28 1.23 -0.69 -0.526
C 0.54 0.57 0.75 -0.419
C -0.43 -0.29 1.15 -0.497
H -2.08 -1.15 -1.86 0.331
H -2.42 0.49 -1.24 0.365
H -0.85 0.07 -1.65 0.342
H -2.36 -0.90 0.81 0.253
H -0.82 -1.82 -0.13 0.167
H 2.52 0.64 1.39 0.238
H 2.42 -0.62 0.15 0.302
H 2.87 1.98 -0.55 0.279
H -0.03 1.44 0.36 0.341
H -0.39 -0.84 2.10 0.323
```



No. 3
DFT (ωB97M-V with the def2-TZVPD basis set) results for a structure of composition C19H15NO3S6Y.

Output
frontier orbital gap	6.962	eV
net charge	-1
E_LUMO	2.4	eV

XYZ file:
```
45
Properties=species:S:1:pos:R:3:mulliken_charge:R:1
Y 0.02 -2.16 -0.83 0.410
S -1.22 -1.88 -3.20 -0.423
C -2.27 -0.49 -2.93 0.305
C -2.57 0.35 -4.01 -0.541
C -3.45 1.41 -3.90 -0.537
C -4.08 1.67 -2.69 -0.655
C -3.81 0.85 -1.61 -0.445
C -2.90 -0.19 -1.72 0.544
S -2.59 -1.22 -0.29 -0.120
C -2.29 0.02 0.99 -0.960
C -0.97 0.02 1.72 0.327
C -0.84 0.92 2.78 -0.793
C 0.35 1.00 3.46 -0.628
C 1.39 0.16 3.09 -0.929
C 1.19 -0.72 2.05 0.685
C 2.30 -1.64 1.62 -0.874
S 2.77 -1.38 -0.11 -0.195
C 2.91 0.38 -0.09 0.329
C 4.03 0.93 0.53 -0.537
C 4.17 2.30 0.67 -0.614
C 3.17 3.12 0.14 -0.549
C 2.08 2.58 -0.50 -0.685
C 1.90 1.19 -0.65 0.379
S 0.52 0.58 -1.53 -0.141
N 0.03 -0.78 1.36 0.602
H -2.08 0.16 -4.96 0.405
H -3.64 2.04 -4.76 0.337
H -4.79 2.49 -2.60 0.372
H -4.33 1.02 -0.67 0.443
H -2.42 1.00 0.54 0.476
H -3.08 -0.08 1.75 0.512
H -1.68 1.56 3.04 0.482
H 0.47 1.71 4.27 0.410
H 2.35 0.19 3.59 0.430
H 3.17 -1.49 2.26 0.519
H 1.98 -2.68 1.70 0.271
H 4.79 0.26 0.91 0.401
H 5.04 2.72 1.16 0.386
H 3.26 4.20 0.23 0.342
H 1.32 3.23 -0.91 0.430
O 1.17 -4.06 -0.66 -0.644
S -0.04 -4.80 -0.05 1.064
O 0.06 -6.23 -0.18 -0.645
O -1.17 -4.17 -0.81 -0.561
S -0.22 -4.07 1.80 -0.382
```